Record 1
{"formula": "C29H66N4O6S3", "method": "ωB97M-V/def2-TZVPD", "species": ["C", "C", "C", "C", "C", "C", "C", "C", "C", "C", "C", "O", "C", "N", "C", "C", "C", "C", "N", "C", "C", "O", "N", "C", "C", "N", "C", "C", "C", "O", "H", "H", "H", "H", "H", "H", "H", "H", "H", "H", "H", "H", "H", "H", "H", "H", "H", "H", "H", "H", "H", "H", "H", "H", "H", "H", "H", "H", "H", "H", "H", "H", "H", "H", "H", "H", "H", "H", "H", "H", "H", "H", "H", "H", "H", "H", "H", "H", "C", "S", "O", "C", "H", "H", "H", "H", "H", "H", "C", "S", "O", "C", "H", "H", "H", "H", "H", "H", "C", "S", "O", "C", "H", "H", "H", "H", "H", "H"], "xyz": [[-7.31080, 4.05046, -1.96966], [-6.88599, 4.62013, -3.33589], [-5.44803, 5.21530, -3.17333], [-4.41833, 4.22781, -3.74122], [-2.99557, 4.87692, -3.67936], [-2.33689, 4.49543, -2.33707], [-1.67341, 3.11615, -2.38841], [-1.02224, 2.82427, -1.02952], [-0.15192, 1.54972, -1.05069], [-0.34631, 0.77960, 0.27003], [0.47675, -0.51417, 0.25611], [0.91555, -0.73703, 1.59216], [1.58088, -1.96316, 1.75071], [0.78599, -2.89835, 2.55033], [-0.64423, -2.58827, 2.64538], [-0.97024, -1.68002, 3.83049], [-2.44976, -1.74052, 4.22838], [2.99356, -1.65592, 2.40307], [3.37979, -0.34340, 1.87322], [2.84051, -1.56951, 3.94014], [3.68175, -0.51377, 4.64040], [3.56110, 0.65385, 4.50802], [4.66316, -1.04703, 5.56055], [3.91980, -1.60641, 6.71003], [5.47070, 0.05116, 6.12304], [4.01127, -2.63141, 1.91875], [5.26999, -2.59586, 2.67233], [3.52390, -3.98942, 1.89011], [3.53237, -4.91752, 3.09348], [3.11199, -4.41905, 0.87093], [-8.17208, 3.38876, -2.05477], [-7.47217, 4.84998, -1.24816], [-6.47376, 3.44803, -1.60356], [-7.58567, 5.37782, -3.67811], [-6.80440, 3.79576, -4.04382], [-5.35856, 6.18660, -3.66634], [-5.28343, 5.37087, -2.10667], [-4.67613, 3.89983, -4.74597], [-4.38834, 3.38367, -3.04986], [-2.38899, 4.55518, -4.52648], [-3.15437, 5.95498, -3.72762], [-3.14888, 4.42900, -1.60589], [-1.64454, 5.26796, -2.00316], [-2.42953, 2.36698, -2.63300], [-0.91188, 3.05984, -3.16988], [-0.36081, 3.66297, -0.79773], [-1.79011, 2.81216, -0.25326], [0.89706, 1.84014, -1.10141], [-0.41798, 0.86921, -1.86070], [0.03199, 1.39298, 1.09047], [-1.39553, 0.56677, 0.48169], [-0.10264, -1.34616, -0.15531], [1.37250, -0.30566, -0.34326], [1.71407, -2.38447, 0.74785], [0.91150, -3.84693, 2.22412], [-1.14327, -3.53564, 2.87712], [-1.09871, -2.23049, 1.71642], [-0.33807, -1.97825, 4.66804], [-0.69518, -0.65018, 3.59293], [-2.79054, -2.77713, 4.20948], [-3.04694, -1.14155, 3.54006], [-2.59259, -1.34196, 5.23145], [3.38047, -0.44252, 0.86165], [4.33542, -0.12256, 2.13497], [1.81250, -1.39699, 4.24522], [3.11037, -2.53963, 4.35605], [3.47404, -0.81527, 7.32423], [4.58200, -2.20191, 7.33640], [3.11274, -2.26986, 6.39832], [6.08277, 0.53052, 5.36702], [6.10023, -0.41418, 6.88346], [4.85437, 0.77167, 6.66452], [5.20272, -2.89662, 3.71928], [5.95326, -3.29946, 2.19589], [5.75771, -1.62374, 2.61595], [4.17333, -4.61130, 3.91479], [3.90235, -5.87713, 2.73830], [2.51132, -5.10649, 3.41850], [8.20594, -7.60739, 2.38980], [8.18080, -5.88820, 2.91747], [6.88014, -5.65945, 3.60174], [8.04906, -5.18976, 1.26427], [8.24615, -8.23364, 3.27884], [7.30150, -7.83262, 1.82396], [9.09059, -7.78634, 1.77826], [7.15523, -5.57363, 0.77060], [8.93959, -5.44699, 0.69053], [7.97869, -4.10779, 1.35750], [-0.02350, -3.29680, -3.18560], [0.19316, -1.52863, -3.43253], [-1.15845, -0.90981, -3.41086], [0.70174, -1.64108, -5.15422], [-0.38295, -3.45567, -2.17048], [-0.75464, -3.68130, -3.89725], [0.93432, -3.80130, -3.31488], [-0.07723, -2.13285, -5.73738], [1.63560, -2.19979, -5.22045], [0.85526, -0.63063, -5.52815], [-9.86111, 6.58215, -7.78752], [-8.89910, 5.66133, -6.57758], [-9.33100, 6.12332, -5.23394], [-7.32608, 6.45713, -6.93756], [-10.89925, 6.26656, -7.70522], [-9.78594, 7.65038, -7.58259], [-9.49168, 6.36118, -8.78933], [-7.41429, 7.53352, -6.78723], [-7.03628, 6.23985, -7.96600], [-6.57924, 6.05266, -6.25594]], "forces_ev_per_a": [[0.36, -0.24, -0.62], [0.82, 0.31, 1.05], [-0.91, -0.65, -0.77], [1.00, 1.08, 0.80], [-0.79, -0.49, 0.45], [-0.31, -0.22, -0.88], [0.07, 0.56, 0.68], [0.42, -0.19, -0.98], [-1.02, -0.09, 1.27], [0.68, -0.26, -0.27], [0.09, 1.39, 0.53], [-0.57, -0.93, 0.19], [0.29, 0.09, -0.25], [-0.14, 0.26, -0.02], [-0.18, -0.53, 0.74], [-0.10, 0.36, -0.17], [0.47, 0.09, -0.17], [-0.32, 1.40, -0.67], [0.02, -0.34, -0.09], [0.53, -0.33, 0.28], [0.65, -2.03, 0.59], [-0.26, 1.89, -0.60], [-0.89, 0.94, 0.51], [-0.03, -0.70, -0.07], [0.19, -0.76, 0.37], [-0.20, -0.78, 1.21], [0.33, -0.24, -0.21], [0.73, 0.48, 1.49], [0.51, -0.11, -0.01], [-1.15, -0.82, -2.22], [-0.17, 0.19, 0.18], [-0.23, -0.03, 0.01], [-0.11, -0.08, 0.15], [-0.14, -0.16, -0.16], [-0.35, 0.09, -0.24], [0.01, -0.02, -0.07], [0.27, 0.16, 0.00], [-0.13, -0.02, -0.02], [-0.22, -0.42, -0.40], [0.15, 0.09, 0.03], [0.29, 0.08, -0.18], [0.14, 0.22, 0.22], [0.16, -0.06, 0.03], [0.07, -0.14, 0.04], [0.01, 0.13, -0.08], [-0.11, 0.10, 0.12], [0.02, -0.23, 0.03], [0.08, -0.17, -0.30], [0.04, 0.26, -0.26], [-0.01, -0.04, 0.07], [-0.07, 0.05, -0.16], [0.16, -0.14, 0.02], [-0.09, -0.40, -0.27], [0.50, -0.04, 0.08], [0.02, 0.12, -0.20], [0.10, -0.10, -0.17], [0.09, 0.16, -0.01], [-0.02, -0.18, 0.03], [0.06, 0.00, 0.02], [-0.19, 0.05, 0.05], [-0.15, -0.15, 0.00], [-0.08, 0.01, 0.02], [0.08, 0.12, 0.02], [-0.10, 0.02, 0.06], [-0.18, 0.15, -0.37], [-0.11, -0.03, -0.03], [0.03, 0.06, -0.04], [0.13, 0.07, 0.02], [0.07, 0.04, -0.11], [-0.06, 0.09, -0.04], [0.29, 0.06, -0.16], [-0.06, 0.25, -0.30], [-0.07, 0.22, 0.02], [0.00, -0.03, 0.01], [-0.22, 0.14, -0.02], [-0.19, 0.05, 0.10], [0.11, -0.03, -0.02], [-0.08, 0.30, 0.12], [-0.04, -0.10, -0.07], [0.09, 0.00, 0.04], [-0.06, 0.00, -0.12], [-0.06, -0.01, -0.11], [0.00, 0.07, 0.03], [-0.02, 0.06, 0.02], [0.01, 0.03, 0.02], [-0.02, -0.01, 0.06], [0.01, 0.00, 0.04], [0.04, -0.01, 0.06], [-0.03, -0.12, -0.04], [0.11, -0.01, 0.04], [-0.02, -0.07, -0.04], [0.00, -0.04, -0.13], [0.02, 0.07, 0.01], [-0.02, 0.07, -0.01], [0.01, 0.04, 0.03], [-0.04, 0.01, 0.06], [0.00, 0.02, 0.04], [-0.02, 0.02, 0.08], [-0.01, 0.11, -0.09], [0.00, -0.12, -0.02], [-0.02, 0.12, -0.06], [0.08, 0.11, -0.03], [0.03, -0.05, 0.06], [0.03, -0.02, 0.06], [0.01, -0.03, 0.02], [-0.06, -0.02, 0.03], [-0.02, -0.03, 0.01], [-0.07, -0.05, 0.03]], "homo_ev": -8.6, "gap_ev": 9.2}



Record 2
{"formula": "C29H66N8O17", "method": "ωB97M-V/def2-TZVPD", "species": ["C", "O", "C", "O", "O", "C", "H", "H", "H", "H", "H", "H", "C", "O", "C", "O", "O", "C", "H", "H", "H", "H", "H", "H", "C", "O", "C", "O", "O", "C", "H", "H", "H", "H", "H", "H", "C", "N", "C", "C", "O", "H", "H", "H", "H", "H", "H", "H", "C", "N", "C", "C", "O", "H", "H", "H", "H", "H", "H", "H", "C", "N", "C", "C", "O", "H", "H", "H", "H", "H", "H", "H", "C", "N", "C", "C", "O", "H", "H", "H", "H", "H", "H", "H", "C", "C", "N", "O", "H", "H", "H", "H", "H", "C", "C", "N", "O", "H", "H", "H", "H", "H", "C", "C", "N", "O", "H", "H", "H", "H", "H", "C", "C", "N", "O", "H", "H", "H", "H", "H"], "xyz": [[-3.74162, 6.66860, -4.59560], [-3.04823, 5.44937, -4.90333], [-2.21486, 4.97086, -3.97681], [-2.01826, 5.48814, -2.89226], [-1.66811, 3.82621, -4.39412], [-0.66006, 3.20313, -3.60697], [-4.25683, 6.91232, -5.51727], [-3.04995, 7.46726, -4.33737], [-4.42855, 6.50339, -3.76938], [-0.47369, 2.23541, -4.05331], [-0.99611, 3.00268, -2.58460], [0.22213, 3.83807, -3.59888], [-3.07950, -0.54006, 1.20664], [-3.19628, -1.69166, 2.07244], [-2.54827, -2.78025, 1.78314], [-1.60632, -2.89968, 1.03186], [-2.95759, -3.72040, 2.61964], [-2.23890, -4.95441, 2.63908], [-4.05840, -0.12303, 1.00338], [-2.49743, -0.74709, 0.31360], [-2.48932, 0.19757, 1.75719], [-1.89844, -5.14417, 3.65879], [-1.32158, -4.92962, 2.05428], [-2.93988, -5.72054, 2.31930], [1.62206, -5.86124, 1.55494], [1.55484, -5.01703, 2.67588], [2.67643, -4.40038, 3.07486], [3.67013, -4.26800, 2.41865], [2.40982, -3.84408, 4.23398], [3.36698, -2.95010, 4.78760], [0.70894, -6.44901, 1.57329], [2.49531, -6.49385, 1.42365], [1.57869, -5.20538, 0.68173], [4.42887, -3.09036, 4.57353], [3.32191, -3.00619, 5.87241], [3.10743, -1.94991, 4.44032], [-2.22599, 3.35419, 0.57610], [-3.55159, 3.57533, 1.13702], [-4.63771, 4.14195, 0.56187], [-4.49514, 4.63560, -0.86282], [-5.68399, 4.31064, 1.17336], [-1.96862, 4.18627, -0.08659], [-2.27313, 2.48982, -0.09961], [-1.47679, 3.23653, 1.34607], [-3.68175, 3.33159, 2.10589], [-3.80356, 4.04900, -1.46082], [-4.28871, 5.70755, -0.84786], [-5.45711, 4.60024, -1.37896], [-2.43972, -1.64382, -2.36090], [-3.46393, -0.87355, -3.03501], [-4.66021, -0.56857, -2.44938], [-5.55046, 0.38030, -3.24919], [-4.99184, -0.95733, -1.34264], [-1.99258, -2.38853, -3.01953], [-2.82549, -2.16539, -1.49123], [-1.63528, -0.97435, -2.05412], [-3.34251, -0.72195, -4.01981], [-6.56688, -0.00500, -3.14512], [-5.35974, 0.36062, -4.32102], [-5.49527, 1.34867, -2.76476], [8.56747, -0.95706, -0.25420], [7.40039, -1.36314, 0.52225], [7.11385, -0.91933, 1.77772], [5.93878, -1.58237, 2.46531], [7.87649, -0.16426, 2.36339], [9.40923, -0.89214, 0.44507], [8.41139, 0.04231, -0.65991], [8.84339, -1.70940, -0.98339], [6.82886, -2.12162, 0.19238], [5.04038, -1.00097, 2.25295], [6.15438, -1.48186, 3.52673], [5.83148, -2.63429, 2.21610], [-0.28584, 0.69735, 7.44808], [-0.64407, -0.42069, 6.60063], [0.06929, -0.86836, 5.53386], [-0.62147, -1.86669, 4.63573], [1.19205, -0.44676, 5.26105], [0.65410, 0.46254, 7.94825], [-1.05179, 0.88555, 8.18867], [-0.14351, 1.54950, 6.78655], [-1.45526, -0.98707, 6.78543], [-0.22325, -2.86175, 4.86399], [-0.43692, -1.62364, 3.59714], [-1.67810, -1.97345, 4.88970], [1.49666, 0.29459, -6.22909], [1.27770, -0.89703, -5.33194], [1.70989, -0.78905, -4.04792], [0.76383, -1.92542, -5.76020], [2.54993, 0.30803, -6.53100], [1.36236, 1.26133, -5.73663], [0.88434, 0.23873, -7.12075], [2.15308, 0.04162, -3.70387], [1.55300, -1.58170, -3.41801], [1.31993, 4.48130, -0.73088], [0.97007, 5.90613, -0.38116], [0.25747, 6.64354, -1.30514], [1.40117, 6.41927, 0.64790], [2.34937, 4.25962, -0.46642], [1.18523, 4.25643, -1.78449], [0.67915, 3.83996, -0.12285], [0.13470, 7.60417, -1.02432], [-0.50996, 6.25953, -1.85314], [0.34910, -4.31261, -3.35385], [0.33253, -3.56332, -2.04107], [-0.18316, -4.24288, -0.97231], [0.82124, -2.43956, -1.91613], [1.22703, -3.95006, -3.88035], [-0.61153, -4.23406, -3.85699], [0.48996, -5.39280, -3.24136], [-0.03000, -5.23301, -1.03328], [-0.18488, -3.73902, -0.08799], [1.92947, -0.33055, 1.77293], [0.78847, 0.29415, 1.01663], [0.86120, 0.11537, -0.35110], [-0.08103, 0.97667, 1.52173], [2.56569, 0.44290, 2.21364], [2.61432, -0.90293, 1.14763], [1.56829, -0.91415, 2.61917], [1.27522, -0.74903, -0.66618], [0.03148, 0.40503, -0.84586]], "forces_ev_per_a": [[0.19, -0.12, 0.07], [0.62, -0.61, 0.07], [-0.09, 0.22, 0.75], [0.08, -0.27, -0.65], [-0.72, 0.34, -0.66], [-0.20, 0.13, 0.62], [-0.17, 0.05, 0.07], [0.10, -0.07, 0.03], [-0.09, 0.04, -0.03], [0.14, 0.01, -0.36], [-0.04, 0.35, -0.05], [0.11, -0.15, 0.03], [1.00, 0.65, 0.60], [-1.12, 0.78, -0.54], [1.36, -0.02, 0.69], [-0.19, 0.21, -0.52], [-0.15, -0.52, 0.27], [0.20, -0.11, 0.35], [-0.15, -0.42, -0.12], [-0.32, -0.33, -0.09], [-0.10, -0.04, 0.04], [-0.38, 0.06, 0.08], [-0.31, 0.13, -0.38], [0.23, -0.18, -0.08], [-0.43, 0.59, -1.41], [0.21, -0.56, 1.14], [-0.58, 0.71, -0.76], [0.52, -0.39, -0.15], [0.21, -0.42, 0.74], [0.65, 1.14, 0.36], [0.06, -0.19, 0.09], [0.20, 0.04, 0.64], [0.10, -0.23, -0.19], [-0.31, -0.73, -0.66], [-0.57, 0.01, -0.04], [-0.05, 0.05, 0.30], [-0.86, 0.26, -1.30], [0.33, -0.08, 0.59], [-0.49, 0.46, -0.16], [-0.62, -0.09, -0.28], [0.31, -0.20, -0.02], [0.18, 0.14, 0.31], [0.40, -0.22, 0.37], [0.00, -0.17, 0.09], [-0.12, -0.01, -0.01], [0.36, 0.33, 0.03], [0.63, -0.15, 0.00], [-0.14, -0.31, 0.36], [0.37, 0.03, -0.07], [-0.26, -0.38, 0.26], [-0.10, 0.26, -0.32], [-0.37, -1.27, 0.20], [0.33, 0.07, -0.15], [-0.14, 0.07, -0.16], [-0.21, 0.12, 0.04], [0.12, -0.11, 0.19], [-0.10, 0.25, 0.00], [-0.01, 0.21, 0.21], [0.38, 0.47, 0.06], [0.03, 0.27, -0.31], [0.13, 0.24, 1.39], [-0.58, -0.40, -0.42], [1.51, -0.63, 0.25], [0.28, 0.69, 0.16], [-0.55, 0.30, -0.20], [-0.07, 0.14, -0.13], [0.12, -0.17, -0.36], [-0.35, 0.06, -0.30], [0.03, 0.10, -0.21], [-0.16, -0.29, -0.04], [-0.14, -0.06, 0.05], [-0.23, 0.03, -0.18], [0.75, -0.50, -0.51], [-0.69, -1.02, -0.41], [0.83, 0.90, -0.33], [-0.20, -0.83, 1.13], [-0.52, -0.12, 0.22], [0.04, 0.29, 0.11], [-0.19, 0.00, -0.05], [0.06, 0.27, 0.30], [-0.17, 0.44, 0.25], [0.34, 0.11, -0.29], [-0.14, 0.06, -0.11], [-0.11, 0.34, -0.45], [0.65, 0.47, 0.08], [-0.21, -0.39, -0.06], [-0.16, -0.35, -0.29], [0.13, 0.39, 0.27], [-0.09, -0.18, -0.11], [-0.26, -0.14, 0.11], [-0.10, -0.11, 0.02], [0.01, 0.06, 0.00], [-0.02, 0.50, -0.06], [-0.46, -0.15, 0.01], [0.67, 0.86, 0.49], [-0.03, -0.13, 0.20], [-0.37, -0.38, -0.87], [0.04, 0.20, 0.17], [-0.14, 0.02, 0.00], [0.04, -0.20, -0.09], [-0.14, -0.03, 0.14], [0.45, -0.20, 0.10], [0.45, -0.38, 0.49], [0.49, -0.55, 0.81], [0.52, 0.75, -0.92], [-0.51, -0.29, -0.23], [-0.49, 0.18, -0.66], [0.21, 0.51, -0.37], [0.00, 0.08, 0.42], [-0.46, -0.14, 0.40], [-0.17, -0.44, -0.09], [0.50, 0.09, 0.42], [0.30, 0.17, -0.77], [-0.07, 0.00, 0.59], [-0.01, -0.03, 0.22], [-0.34, 0.21, 0.01], [-0.30, -0.26, -0.11], [-0.05, -0.06, -0.07], [-0.10, -0.03, -0.22], [-0.02, -0.09, -0.05]], "homo_ev": -9.3, "gap_ev": 9.4, "smiles": "COC(=O)OC.COC(=O)OC.COC(=O)OC.CNC(C)=O.CNC(C)=O.CNC(C)=O.CNC(C)=O.CC(N)=O.CC(N)=O.CC(N)=O.CC(N)=O", "e_above_lowest_kj_mol": 0.00}